Below is a 2-piece molecular cluster, CH2FN5 overall, with properties calculated with wB97M-V/def2-TZVPD.

LUMO energy = -0.60 eV
Frontier orbital gap = 9.1 eV
Structure (SMILES) = [H]/N=N/N=N/C#N.F
Energy above the lowest of the compared OMol25 structures with the same formula, charge and spin = 0.147 eV

```
9
Properties=species:S:1:pos:R:3:lowdin_charge:R:1
F -0.50 1.51 0.32 -0.101
N -2.52 -0.26 0.10 0.034
N -1.46 -0.79 -0.26 0.039
H -1.09 2.18 -0.04 0.083
N -3.22 1.93 -0.76 0.129
N -1.00 -1.84 -0.10 -0.032
H -0.15 -3.34 -0.43 0.035
C -2.89 0.88 -0.41 -0.378
N -0.17 -2.65 0.21 0.192
```